DFT (wB97M-V/def2-TZVPD) results for a cluster of 15 separate species, C51H138N6O33S9 in total.

```
237
C51H138N6O33S9 (wB97M-V/def2-TZVPD)
C -28.575 -11.873 2.703
C -28.497 -13.274 2.199
C -28.705 -14.253 3.351
O -29.806 -13.899 4.137
C -30.029 -14.898 5.103
N -29.521 -13.372 1.151
H -28.075 -11.164 2.053
H -28.011 -11.776 3.648
H -29.588 -11.535 2.874
H -27.505 -13.526 1.794
H -27.780 -14.171 3.983
H -28.858 -15.264 2.991
H -30.959 -14.734 5.621
H -29.109 -14.991 5.677
H -30.183 -15.876 4.615
H -30.429 -13.175 1.600
H -29.610 -14.275 0.706
C -27.877 -4.317 -4.696
C -26.788 -5.044 -5.559
C -26.909 -6.515 -5.277
O -26.678 -6.780 -3.889
C -26.836 -8.153 -3.699
N -26.817 -4.844 -7.029
H -27.706 -3.257 -4.712
H -27.741 -4.621 -3.623
H -28.906 -4.569 -4.990
H -25.809 -4.700 -5.132
H -26.219 -7.105 -5.915
H -27.966 -6.815 -5.481
H -26.106 -8.751 -4.304
H -27.814 -8.570 -3.924
H -26.576 -8.415 -2.692
H -26.518 -3.908 -7.268
H -26.066 -5.460 -7.377
C -33.287 -9.312 -4.172
C -31.817 -9.706 -4.200
C -31.043 -8.802 -3.289
O -31.477 -7.482 -3.476
C -30.483 -6.499 -3.183
N -31.469 -11.066 -3.799
H -33.327 -8.254 -4.267
H -33.769 -9.605 -3.248
H -33.900 -9.781 -4.928
H -31.466 -9.505 -5.211
H -29.962 -8.851 -3.592
H -31.050 -9.021 -2.210
H -30.147 -6.510 -2.137
H -30.944 -5.547 -3.404
H -29.619 -6.640 -3.780
H -31.966 -11.304 -2.949
H -31.846 -11.704 -4.511
C -27.846 -7.487 -0.563
C -28.356 -7.327 0.864
C -29.828 -7.072 0.968
O -30.570 -8.176 0.420
C -31.924 -7.874 0.282
N -27.896 -8.528 1.652
H -26.849 -7.905 -0.505
H -27.800 -6.541 -1.094
H -28.490 -8.203 -1.088
H -27.874 -6.431 1.311
H -30.046 -6.136 0.425
H -30.095 -6.956 2.045
H -32.476 -8.742 -0.153
H -32.054 -6.995 -0.399
H -32.427 -7.629 1.206
H -27.732 -8.193 2.581
H -28.610 -9.233 1.687
C -23.233 -7.366 0.601
C -24.067 -6.279 1.327
C -24.822 -5.513 0.259
O -23.892 -4.978 -0.672
C -24.704 -4.490 -1.695
N -25.102 -6.817 2.144
H -23.851 -7.839 -0.141
H -22.841 -8.237 1.150
H -22.264 -6.943 0.289
H -23.395 -5.557 1.814
H -25.464 -4.714 0.707
H -25.469 -6.223 -0.304
H -25.378 -3.691 -1.324
H -25.313 -5.253 -2.227
H -24.065 -4.261 -2.561
H -25.631 -7.540 1.676
H -24.865 -7.153 3.084
C -29.048 -9.811 -6.654
C -28.289 -10.783 -7.564
C -26.857 -10.869 -7.024
O -26.263 -9.599 -7.221
C -24.904 -9.778 -6.974
N -28.889 -12.145 -7.628
H -30.066 -9.699 -7.010
H -28.556 -8.847 -6.729
H -29.130 -10.156 -5.608
H -28.228 -10.456 -8.597
H -26.343 -11.706 -7.602
H -26.965 -11.153 -5.997
H -24.482 -10.533 -7.595
H -24.681 -9.943 -5.892
H -24.396 -8.824 -7.102
H -29.754 -12.060 -8.198
H -29.213 -12.429 -6.717
O -24.958 -10.503 2.560
S -24.137 -10.555 3.700
O -24.388 -9.640 4.774
O -24.307 -12.022 4.258
C -23.795 -12.274 5.630
C -24.663 -13.323 6.182
C -22.531 -10.424 3.247
H -23.892 -11.356 6.252
H -22.700 -12.469 5.583
H -24.302 -13.703 7.130
H -24.757 -14.137 5.456
H -25.692 -13.038 6.424
H -22.517 -9.454 2.818
H -22.249 -11.132 2.479
H -21.771 -10.412 3.984
O -22.786 -12.290 -5.633
S -21.848 -11.211 -5.706
O -21.959 -10.327 -6.765
O -21.838 -10.389 -4.364
C -22.993 -10.500 -3.481
C -23.313 -9.149 -2.942
C -20.251 -11.865 -5.748
H -22.669 -11.196 -2.671
H -23.874 -10.917 -3.990
H -22.475 -8.762 -2.352
H -24.228 -9.114 -2.336
H -23.526 -8.489 -3.769
H -20.070 -12.592 -4.953
H -19.508 -11.076 -5.740
H -20.216 -12.325 -6.733
O -20.785 -10.188 0.420
S -19.951 -10.939 -0.463
O -20.449 -12.024 -1.280
O -19.395 -9.880 -1.402
C -18.925 -10.502 -2.705
C -18.122 -9.377 -3.359
C -18.660 -11.609 0.466
H -19.866 -10.720 -3.277
H -18.314 -11.375 -2.503
H -18.786 -8.551 -3.675
H -17.525 -9.682 -4.211
H -17.434 -9.004 -2.594
H -17.955 -10.828 0.732
H -18.109 -12.384 -0.082
H -19.142 -12.000 1.350
O -26.999 -11.107 -3.002
S -27.640 -11.918 -2.001
O -27.870 -13.287 -2.424
O -26.782 -12.012 -0.740
C -25.788 -10.983 -0.376
C -24.402 -11.503 -0.362
C -29.029 -11.120 -1.367
H -26.097 -10.618 0.611
H -25.781 -10.130 -1.070
H -23.996 -11.878 -1.275
H -24.306 -12.239 0.442
H -23.795 -10.644 -0.065
H -29.475 -11.679 -0.574
H -29.680 -10.920 -2.245
H -28.589 -10.183 -0.952
O -29.401 -16.695 0.718
S -28.117 -17.115 0.204
O -27.031 -17.056 1.159
O -28.248 -18.547 -0.247
C -27.051 -19.198 -0.819
C -26.951 -20.644 -0.295
C -27.663 -16.184 -1.128
H -26.199 -18.592 -0.535
H -27.196 -19.238 -1.886
H -26.130 -21.091 -0.833
H -27.901 -21.163 -0.487
H -26.656 -20.627 0.772
H -28.371 -16.301 -1.955
H -26.681 -16.484 -1.428
H -27.696 -15.122 -0.891
O -30.344 -16.873 -3.188
S -31.387 -15.934 -2.915
O -31.974 -15.228 -3.989
O -32.514 -16.735 -2.264
C -32.069 -17.784 -1.303
C -33.327 -18.279 -0.638
C -30.939 -14.869 -1.637
H -31.382 -17.266 -0.614
H -31.604 -18.537 -1.902
H -33.100 -18.841 0.282
H -33.873 -18.936 -1.341
H -33.945 -17.484 -0.262
H -31.651 -14.060 -1.674
H -30.010 -14.413 -2.037
H -30.808 -15.367 -0.706
O -24.443 -16.943 -1.441
S -23.732 -15.982 -2.263
O -22.793 -16.467 -3.233
O -24.826 -15.104 -2.869
C -24.660 -14.694 -4.279
C -25.885 -13.972 -4.661
C -22.860 -14.857 -1.275
H -24.434 -15.549 -4.912
H -23.786 -14.037 -4.238
H -26.726 -14.622 -5.031
H -25.608 -13.398 -5.543
H -26.164 -13.345 -3.858
H -23.473 -14.555 -0.439
H -22.464 -14.025 -1.821
H -22.024 -15.434 -0.793
O -21.193 -17.875 1.504
S -22.582 -17.987 1.894
O -22.945 -18.391 3.232
O -23.126 -16.579 1.621
C -24.309 -16.133 2.361
C -24.588 -14.686 1.983
C -23.433 -19.063 0.823
H -24.005 -16.070 3.404
H -25.095 -16.872 2.181
H -24.974 -14.604 0.946
H -23.725 -14.068 2.180
H -25.443 -14.341 2.531
H -23.439 -18.734 -0.200
H -24.445 -19.283 1.193
H -22.878 -20.041 0.905
O -32.469 -11.099 1.503
S -32.973 -11.849 0.406
O -32.422 -11.705 -0.897
O -32.834 -13.329 0.718
C -33.106 -13.682 2.145
C -32.630 -15.140 2.287
C -34.723 -11.855 0.419
H -34.203 -13.710 2.284
H -32.520 -13.021 2.768
H -31.577 -15.273 2.454
H -32.936 -15.693 1.378
H -33.178 -15.640 3.087
H -35.154 -12.708 -0.108
H -34.900 -10.935 -0.185
H -35.167 -11.799 1.407
```

F_max: 4.09 eV/A
Relative energy (zero: lowest compared OMol25 entry of this formula, charge and spin): 0.0 kJ/mol
Charge: 0
HOMO: -8.78 eV
Electronic energy: -8420.83690 a.u.
Multiplicity: 1
Frontier orbital gap: 0.3213 hartree

Results of the Löwdin charge analysis, in e, for atoms 1 through 2:
1 C -0.048
2 C -0.398